[1]
A structure of composition C29H21F6N2O2S3V in a non-equilibrium geometry, computed with ωB97M-V with the def2-TZVPD basis set.

Atoms and positions in Å:
1 V 1.539 -0.341 0.071
2 C 0.363 0.872 -5.370
3 C -0.452 0.041 -4.608
4 C -0.339 0.026 -3.226
5 C 0.595 0.852 -2.628
6 C 1.413 1.686 -3.365
7 C 1.293 1.693 -4.748
8 N 0.807 0.852 -1.199
9 N -0.092 0.312 -0.327
10 C -0.943 -0.062 1.817
11 C -1.224 1.218 2.609
12 C -0.398 1.578 3.814
13 C 0.923 1.731 3.850
14 C 1.783 1.499 2.692
15 C 1.527 0.584 1.776
16 H 0.274 0.878 -6.448
17 H -1.179 -0.600 -5.089
18 H -0.967 -0.616 -2.621
19 H 2.129 2.323 -2.860
20 H 1.927 2.344 -5.336
21 H -2.261 1.156 2.937
22 H -0.957 1.787 4.719
23 H 1.380 2.084 4.767
24 H 2.665 2.112 2.543
25 O 0.495 -0.405 1.894
26 C -1.221 0.608 0.422
27 C -2.510 0.468 -0.317
28 C -3.504 -0.460 -0.208
29 C -4.518 -0.294 -1.198
30 C -4.253 0.736 -2.045
31 S -2.787 1.514 -1.652
32 C -1.238 2.195 1.363
33 C -0.225 3.111 0.887
34 C -0.695 4.351 0.502
35 C -2.055 4.496 0.724
36 S -2.751 3.121 1.397
37 C -1.656 -1.299 2.191
38 C -2.566 -1.442 3.193
39 C -3.067 -2.771 3.297
40 C -2.504 -3.599 2.374
41 S -1.373 -2.786 1.389
42 H -3.542 -1.225 0.553
43 H -5.393 -0.922 -1.272
44 H -4.843 1.082 -2.879
45 H 0.801 2.811 0.758
46 H -0.078 5.123 0.066
47 H -2.661 5.360 0.491
48 H -2.881 -0.630 3.835
49 H -3.799 -3.090 4.023
50 H -2.687 -4.652 2.228
51 C 3.578 -3.891 0.140
52 C 3.405 -2.423 -0.168
53 O 2.360 -1.842 0.603
54 C 4.696 -1.646 0.156
55 F 5.679 -1.990 -0.680
56 F 5.083 -1.892 1.404
57 F 4.507 -0.316 0.053
58 C 3.012 -2.241 -1.653
59 F 1.717 -2.562 -1.815
60 F 3.088 -0.918 -2.000
61 F 3.737 -2.945 -2.494
62 H 3.734 -4.006 1.210
63 H 4.429 -4.301 -0.399
64 H 2.678 -4.436 -0.141

Computed properties:
Largest force on an atom ... 1.89 eV/A
Multiplicity ... 2
Charge ... +1
Kohn-Sham gap (spin up / spin down) ... 0.2142 / 0.2439 Eh
E_LUMO (spin up / spin down) ... -4.53 / -4.37 eV
ΔE to the lowest compared entry with this formula, charge and spin ... 4.8738 eV

Löwdin atomic charge list, values in e, 6 entries: number 1, V, carries 1.06; number 2, C, carries -0.07; number 3, C, carries -0.06; number 4, C, carries -0.07; number 5, C, carries -0.28; number 6, C, carries -0.03

[2]
A structure of composition C29H22BN4O3Ru, computed with ωB97M-V with the def2-TZVPD basis set.

Atoms and positions in Å:
1 Ru 0.153 -0.690 0.046
2 O -0.413 -1.846 -3.870
3 C 0.087 -1.413 -2.833
4 N -0.836 -0.639 -1.913
5 C -2.149 -1.297 -1.704
6 C -2.729 -1.057 -0.326
7 C -4.091 -1.141 -0.083
8 C -4.557 -0.943 1.205
9 C -3.661 -0.656 2.221
10 C -2.317 -0.585 1.914
11 N -1.872 -0.786 0.671
12 C 1.422 -1.527 -2.378
13 C 2.426 -2.068 -3.230
14 C 3.716 -2.115 -2.804
15 C 4.058 -1.638 -1.510
16 C 3.057 -1.167 -0.706
17 N 1.777 -1.100 -1.110
18 H -1.982 -2.367 -1.838
19 H -2.870 -0.990 -2.463
20 H -4.770 -1.347 -0.898
21 H -5.617 -1.002 1.413
22 H -3.984 -0.489 3.238
23 H -1.556 -0.369 2.654
24 H 2.121 -2.416 -4.206
25 H 4.486 -2.515 -3.451
26 H 5.073 -1.661 -1.143
27 H 3.239 -0.828 0.306
28 C 1.225 2.857 2.496
29 C 1.621 2.206 3.715
30 C 1.592 0.840 3.777
31 C 1.175 0.064 2.682
32 N 0.771 0.727 1.497
33 C 0.827 2.092 1.453
34 C 1.136 -1.373 2.631
35 C 1.517 -2.214 3.699
36 C 1.466 -3.588 3.578
37 C 1.051 -4.184 2.389
38 C 0.680 -3.378 1.315
39 C 0.708 -1.999 1.432
40 H 1.246 3.933 2.399
41 H 1.947 2.786 4.568
42 H 1.902 0.342 4.687
43 H 0.523 2.536 0.510
44 H 1.860 -1.780 4.630
45 H 1.763 -4.206 4.416
46 H 1.021 -5.262 2.292
47 H 0.375 -3.837 0.380
48 O -1.985 1.568 -1.780
49 B -0.908 0.771 -2.152
50 O 0.112 1.517 -2.717
51 C -0.329 2.819 -2.653
52 C 0.320 3.964 -3.053
53 C -0.361 5.164 -2.862
54 C -1.630 5.197 -2.295
55 C -2.276 4.029 -1.894
56 C -1.591 2.853 -2.090
57 H 1.308 3.924 -3.490
58 H 0.110 6.091 -3.158
59 H -2.126 6.148 -2.160
60 H -3.262 4.042 -1.449

Computed properties:
Largest force on an atom ... 0.62 eV/A
Multiplicity ... 6
Charge ... 0
Kohn-Sham gap (spin up / spin down) ... 0.1667 / 0.2392 Eh
E_LUMO (spin up / spin down) ... -0.03 / -1.19 eV
ΔE to the lowest compared entry with this formula, charge and spin ... 0.8422 eV

Löwdin atomic charge list, values in e, 6 entries: number 1, Ru, carries 1.45; number 2, O, carries 0.06; number 3, C, carries -0.41; number 4, N, carries -0.02; number 5, C, carries -0.07; number 6, C, carries -0.23

[3]
A structure of composition C29H22BrN8OV, computed with ωB97M-V with the def2-TZVPD basis set.

Atoms and positions in Å:
1 V -0.403 -0.801 -0.186
2 C -1.699 -0.379 3.948
3 C -0.594 0.058 4.679
4 C 0.615 0.169 4.041
5 C 0.739 -0.144 2.675
6 N -0.335 -0.570 1.973
7 C -1.513 -0.675 2.622
8 N 2.004 0.018 2.159
9 C 2.341 -0.027 0.914
10 N 1.555 -0.184 -0.200
11 C 2.365 -0.151 -1.317
12 N 2.052 -0.252 -2.558
13 C 0.789 -0.435 -3.075
14 C 0.687 -0.259 -4.466
15 C -0.509 -0.445 -5.109
16 C -1.620 -0.831 -4.360
17 C -1.456 -0.991 -3.008
18 N -0.294 -0.791 -2.351
19 C 3.768 0.038 -0.886
20 C 4.941 0.137 -1.604
21 C 6.116 0.320 -0.881
22 C 6.101 0.401 0.510
23 C 4.911 0.301 1.224
24 C 3.753 0.118 0.496
25 H -2.674 -0.486 4.400
26 H -0.687 0.301 5.729
27 H 1.508 0.491 4.557
28 H -2.353 -1.009 2.029
29 H 1.586 0.024 -4.993
30 H -0.586 -0.304 -6.179
31 H -2.582 -1.008 -4.819
32 H -2.296 -1.304 -2.401
33 H 4.939 0.074 -2.684
34 H 7.058 0.402 -1.407
35 H 7.032 0.544 1.043
36 H 4.886 0.361 2.303
37 Br 0.357 -3.518 -0.100
38 C -1.542 -3.512 -0.075
39 C -2.250 -4.696 -0.024
40 C -3.632 -4.604 0.000
41 C -4.230 -3.351 -0.026
42 C -3.425 -2.231 -0.077
43 N -2.085 -2.301 -0.105
44 H -1.736 -5.645 -0.002
45 H -4.233 -5.502 0.041
46 H -5.304 -3.240 -0.005
47 H -3.852 -1.236 -0.092
48 N 0.770 4.099 2.022
49 C -0.287 4.501 1.270
50 O -0.587 5.663 1.108
51 C -1.077 3.414 0.588
52 C -2.330 3.731 0.079
53 C -3.060 2.748 -0.565
54 C -2.512 1.483 -0.677
55 N -1.304 1.167 -0.201
56 C -0.602 2.128 0.413
57 H 1.276 4.815 2.516
58 H 0.894 3.147 2.316
59 H -2.696 4.744 0.190
60 H -4.037 2.953 -0.977
61 H -3.047 0.690 -1.187
62 H 0.385 1.840 0.749

Computed properties:
Largest force on an atom ... 0.18 eV/A
Multiplicity ... 4
Charge ... +1
Kohn-Sham gap (spin up / spin down) ... 0.2618 / 0.2737 Eh
E_LUMO (spin up / spin down) ... -3.01 / -3.24 eV
ΔE to the lowest compared entry with this formula, charge and spin ... 0.0000 eV

Löwdin atomic charge list, values in e, 6 entries: number 1, V, carries 0.62; number 2, C, carries -0.05; number 3, C, carries -0.04; number 4, C, carries 0.00; number 5, C, carries -0.32; number 6, N, carries 0.02

[4]
A structure of composition C29H22Cl3IrN2O2PS in a non-equilibrium geometry, computed with ωB97M-V with the def2-TZVPD basis set.

Atoms and positions in Å:
1 Ir 0.122 0.928 1.107
2 O 1.742 0.323 2.142
3 N 2.114 1.101 3.196
4 C 3.194 0.646 3.865
5 C 3.692 1.352 4.926
6 C 3.065 2.547 5.298
7 C 1.968 2.985 4.601
8 C 1.469 2.246 3.517
9 S 0.074 2.727 2.626
10 H 3.600 -0.281 3.489
11 H 4.557 0.977 5.453
12 H 3.443 3.125 6.131
13 H 1.460 3.902 4.864
14 Cl 0.078 4.642 -5.057
15 C -0.304 3.883 -3.581
16 C 0.730 3.335 -2.816
17 C 0.408 2.712 -1.642
18 Cl 1.650 2.038 -0.624
19 C -0.922 2.586 -1.171
20 O -1.233 1.971 -0.081
21 C -1.939 3.191 -1.974
22 Cl -3.549 3.071 -1.426
23 C -1.631 3.820 -3.157
24 H 1.753 3.421 -3.155
25 H -2.410 4.260 -3.764
26 N -0.897 -0.253 2.421
27 C -1.953 -1.066 1.814
28 C -3.094 -1.385 2.522
29 C -4.040 -2.205 1.920
30 C -3.828 -2.698 0.638
31 C -2.677 -2.362 -0.060
32 C -1.724 -1.532 0.523
33 P -0.211 -0.936 -0.290
34 C -0.654 -0.537 -1.987
35 C 0.314 -0.672 -2.983
36 C 0.027 -0.285 -4.282
37 C -1.223 0.235 -4.592
38 C -2.187 0.375 -3.601
39 C -1.906 -0.002 -2.299
40 C 0.997 -2.264 -0.358
41 C 0.653 -3.485 -0.944
42 C 1.583 -4.506 -1.001
43 C 2.860 -4.312 -0.486
44 C 3.208 -3.099 0.086
45 C 2.277 -2.071 0.154
46 H -1.266 0.314 3.183
47 H -0.194 -0.877 2.825
48 H -3.252 -1.007 3.524
49 H -4.943 -2.458 2.456
50 H -4.569 -3.335 0.176
51 H -2.536 -2.727 -1.069
52 H 1.285 -1.093 -2.749
53 H 0.774 -0.403 -5.056
54 H -1.452 0.519 -5.611
55 H -3.165 0.771 -3.845
56 H -2.658 0.122 -1.530
57 H -0.336 -3.637 -1.359
58 H 1.318 -5.452 -1.452
59 H 3.586 -5.112 -0.536
60 H 4.206 -2.950 0.477
61 H 2.548 -1.122 0.600

Computed properties:
Largest force on an atom ... 2.94 eV/A
Multiplicity ... 2
Charge ... +2
Kohn-Sham gap (spin up / spin down) ... 0.2302 / 0.1031 Eh
E_LUMO (spin up / spin down) ... -6.37 / -9.80 eV
ΔE to the lowest compared entry with this formula, charge and spin ... 0.6449 eV

Löwdin atomic charge list, values in e, 6 entries: number 1, Ir, carries 0.99; number 2, O, carries -0.33; number 3, N, carries -0.14; number 4, C, carries 0.03; number 5, C, carries 0.03; number 6, C, carries 0.01